No. 1
75
Properties=species:S:1:pos:R:3:lowdin_charge:R:1 method="wB97M-V/def2-TZVPD" spin_multiplicity=2 homo_lumo_gap_ev="2.351 / 9.782" homo_energy_ev="0.1 / -7.4" de_lowest_ev=0.188 charge=-1
C 3.711 0.118 -2.532 -0.1660
O 3.113 1.081 -1.712 -0.1534
H 3.124 -0.758 -2.257 0.0636
H 3.673 0.308 -3.605 0.0788
H 4.706 -0.019 -2.110 0.0750
H 2.634 0.573 -1.053 0.0228
C 1.134 4.131 -0.165 -0.1969
O 1.560 3.842 -1.436 -0.0925
H 0.603 5.082 -0.205 0.0803
H 0.509 3.341 0.252 0.0726
H 1.935 4.300 0.554 0.0612
H 2.235 3.169 -1.320 0.0525
C 2.820 -2.311 2.160 -0.1994
O 2.212 -1.106 2.511 -0.1493
H 3.538 -2.175 1.350 0.0691
H 3.329 -2.711 3.037 0.0795
H 2.052 -3.021 1.853 0.0451
H 1.670 -0.741 1.808 0.0386
C -0.085 0.118 0.286 -0.1327
O 1.202 -0.296 -0.142 -0.1915
H 0.071 0.773 1.143 0.0751
H -0.481 0.612 -0.602 0.0848
H -0.692 -0.671 0.729 0.0663
H 1.085 -1.192 -0.465 0.0139
C -0.697 -3.750 3.625 -0.0648
C -2.244 -3.750 3.733 -0.5145
C -2.930 -2.771 2.704 -0.0633
O -2.722 -5.039 3.537 -0.0530
H -0.422 -4.457 4.408 0.0674
H -0.320 -2.728 3.623 0.0706
H -0.337 -4.232 2.716 0.0544
H -2.624 -3.289 4.644 0.1212
H -2.393 -1.823 2.716 0.0645
H -3.978 -2.584 2.938 0.0673
H -2.814 -3.212 1.714 0.0624
H -2.684 -5.471 4.393 0.0863
C -3.009 -2.107 -1.395 -0.1061
C -3.649 -0.785 -1.146 -0.4676
C -5.209 -0.821 -1.228 -0.0444
O -3.244 -0.359 0.178 -0.0769
H -3.243 -2.422 -2.412 0.0757
H -3.349 -2.823 -0.646 0.0669
H -1.919 -2.078 -1.388 0.0560
H -3.094 -0.191 -1.872 0.1126
H -5.645 -1.530 -0.524 0.0743
H -5.683 -1.074 -2.177 0.0718
H -5.400 0.216 -0.952 0.0721
H -3.904 -0.593 0.835 0.0688
C 3.159 2.569 3.286 -0.0760
C 3.643 2.084 1.939 -0.4983
C 4.654 3.164 1.382 -0.0340
O 4.216 0.851 2.189 -0.0559
H 2.273 2.057 3.661 0.0731
H 2.863 3.618 3.260 0.0658
H 3.899 2.452 4.077 0.0824
H 2.819 1.865 1.259 0.1147
H 4.236 4.170 1.387 0.0581
H 5.055 2.943 0.392 0.0711
H 5.432 3.221 2.144 0.0725
H 3.616 0.126 2.376 0.0422
C -2.990 3.024 -4.084 -0.0733
C -1.806 2.078 -3.869 -0.4628
C -1.554 1.132 -5.080 -0.0486
O -0.622 2.875 -3.712 -0.0585
H -2.930 3.667 -4.962 0.0754
H -3.066 3.695 -3.229 0.0727
H -3.915 2.457 -4.183 0.0689
H -2.070 1.498 -2.985 0.1066
H -1.084 1.697 -5.884 0.0756
H -2.517 0.676 -5.309 0.0695
H -0.836 0.323 -4.940 0.0680
H -0.467 3.309 -2.869 0.0664
O 1.257 -3.066 -0.886 -0.2838
H 0.541 -3.680 -0.725 -0.0546
H 2.051 -3.579 -0.736 -0.0361



No. 2
87
Properties=species:S:1:pos:R:3:lowdin_charge:R:1 method="wB97M-V/def2-TZVPD" spin_multiplicity=1 homo_lumo_gap_ev=4.374 homo_energy_ev=-6.1 de_lowest_ev=0.000 charge=0
Ba 2.866 -0.358 3.173 1.8563
Ba 0.870 3.488 3.855 1.8427
O 3.294 -3.065 3.299 -0.5866
H 2.801 -3.652 2.693 -0.0928
C 0.535 0.827 0.795 -0.3324
O 0.748 -0.596 1.307 -0.2432
O 1.220 1.635 1.746 -0.5191
C 0.971 0.955 -0.691 -0.6639
F 2.187 0.470 -0.866 0.1663
F 0.158 0.416 -1.510 0.2021
F 1.003 2.239 -1.075 0.1190
C -0.137 -1.594 0.765 -0.2573
C 0.119 -2.929 1.415 -0.0637
H -0.735 -3.605 1.365 0.0660
H 0.937 -3.478 0.949 0.0768
H 0.185 -2.815 2.497 0.0885
H -0.021 -1.804 -0.299 0.0879
H -1.178 -1.406 1.024 0.1180
H -0.530 1.058 0.804 0.1354
O -0.040 1.922 6.056 -0.5484
C -0.788 0.749 5.785 -0.4333
C -0.224 -0.474 4.932 -0.4332
O 1.031 -1.139 5.197 -0.5003
H -1.837 0.963 5.583 0.0756
H -0.904 0.224 6.734 0.0802
H -0.287 -0.243 3.868 0.0398
H -1.003 -1.235 4.985 0.0698
C 4.301 3.284 -1.022 -0.1240
O 4.930 3.373 0.277 -0.1475
H 4.253 4.284 -1.453 0.0888
H 4.892 2.562 -1.585 0.0826
H 3.390 2.747 -0.756 0.0518
H 5.509 4.137 0.331 0.0648
C -2.452 -4.947 -1.569 -0.1263
O -3.794 -4.859 -2.136 -0.1275
H -2.145 -5.987 -1.690 0.0798
H -1.818 -4.248 -2.115 0.0567
H -2.361 -4.803 -0.493 0.0689
H -4.361 -4.286 -1.615 0.0552
C 1.444 5.048 0.658 -0.1404
O 1.847 5.284 2.003 -0.3034
H 1.272 5.989 0.136 0.0887
H 2.196 4.499 0.091 0.0694
H 0.431 4.653 0.574 0.0825
H 2.534 5.954 1.971 0.0929
C 3.868 -2.500 -0.290 -0.1738
O 3.656 -1.921 0.936 -0.2800
H 4.506 -1.851 -0.890 0.0774
H 4.309 -3.496 -0.245 0.0943
H 2.946 -2.506 -0.871 0.0614
H 3.803 -2.445 1.726 -0.0542
C -0.794 4.802 -2.832 -0.1608
O -2.192 4.968 -2.974 -0.1128
H -0.585 3.807 -2.440 0.0659
H -0.217 5.080 -3.714 0.0848
H -0.528 5.594 -2.132 0.0642
H -2.475 4.850 -2.065 0.0668
C 1.976 1.346 -4.389 -0.1868
O 1.376 0.563 -5.367 -0.1014
H 2.444 2.246 -4.786 0.0804
H 1.218 1.662 -3.671 0.0618
H 2.774 0.818 -3.867 0.0693
H 0.920 -0.200 -5.004 0.0238
C -3.335 1.575 -0.061 -0.1708
O -4.485 1.823 -0.868 -0.1177
H -2.591 1.028 -0.641 0.0506
H -2.937 2.559 0.187 0.0672
H -3.602 1.110 0.887 0.0843
H -4.752 0.964 -1.204 0.0495
C -3.386 -2.718 3.663 -0.1722
O -4.543 -2.911 2.887 -0.1181
H -2.524 -2.336 3.117 0.0565
H -3.655 -1.969 4.408 0.0802
H -3.121 -3.595 4.255 0.0869
H -4.450 -3.804 2.546 0.0651
C -2.983 -1.427 -2.079 -0.1365
O -3.917 -1.128 -1.062 -0.1316
H -2.144 -1.994 -1.677 0.0592
H -3.526 -1.992 -2.837 0.0857
H -2.715 -0.452 -2.487 0.0881
H -4.270 -1.946 -0.703 0.0768
C 1.030 -2.121 -3.367 -0.1399
O 0.060 -1.748 -4.334 -0.1089
H 0.587 -2.100 -2.371 0.0512
H 1.624 -3.026 -3.494 0.0926
H 1.753 -1.307 -3.318 0.0656
H -0.433 -2.538 -4.566 0.0925



No. 3
80
Properties=species:S:1:pos:R:3:lowdin_charge:R:1 method="wB97M-V/def2-TZVPD" spin_multiplicity=1 homo_lumo_gap_ev=7.648 homo_energy_ev=-7.7 de_lowest_ev=0.000 charge=0
C 18.281 30.486 25.002 -0.1927
O 18.325 29.718 26.135 -0.1402
H 17.592 31.299 25.191 0.0603
H 19.262 30.897 24.734 0.0857
H 17.924 29.907 24.133 0.0744
H 18.908 28.933 25.975 0.0493
C 20.661 26.679 25.010 -0.1034
O 20.121 27.560 26.023 -0.1305
H 19.968 25.848 24.811 0.0760
H 20.855 27.214 24.097 0.0589
H 21.594 26.229 25.363 0.0863
H 20.342 27.202 26.885 0.0890
C 16.095 24.878 20.128 -0.1219
O 17.348 25.568 20.015 -0.1405
H 15.375 25.215 19.391 0.0880
H 16.253 23.794 20.068 0.0738
H 15.733 25.017 21.144 0.0520
H 17.495 25.894 19.126 0.0849
C 19.566 27.561 21.622 -0.1469
O 18.448 28.088 20.868 -0.1491
H 20.146 26.876 20.990 0.0818
H 20.216 28.388 21.908 0.0751
H 19.217 27.040 22.518 0.0447
H 17.744 27.423 20.940 0.0211
C 15.774 32.483 27.185 -0.1910
O 14.870 33.473 27.557 -0.1081
H 16.755 32.950 27.136 0.0819
H 15.816 31.686 27.937 0.0780
H 15.547 32.058 26.209 0.0662
H 13.984 33.181 27.323 0.0793
C 14.177 23.523 25.841 -0.1413
O 13.416 23.903 26.978 -0.1143
H 13.490 23.308 25.032 0.0646
H 14.823 24.347 25.502 0.0522
H 14.824 22.662 26.055 0.0816
H 13.980 24.226 27.680 0.0623
C 16.080 27.947 27.832 -0.1448
O 14.945 27.338 27.252 -0.1376
H 16.279 28.870 27.303 0.0515
H 15.942 28.130 28.904 0.0856
H 16.963 27.287 27.752 0.0794
H 14.527 26.760 27.895 0.0698
C 14.417 30.720 21.269 -0.1518
O 13.717 31.451 20.230 -0.1246
H 13.872 29.783 21.393 0.0628
H 15.447 30.476 20.985 0.0795
H 14.395 31.270 22.214 0.0713
H 14.206 32.252 20.019 0.0683
C 18.334 23.244 22.373 -0.1421
O 16.947 22.897 22.468 -0.1298
H 18.609 23.195 21.332 0.0759
H 18.526 24.256 22.759 0.0565
H 18.959 22.556 22.960 0.0801
H 16.731 22.886 23.407 0.0688
C 11.704 27.279 26.328 -0.1596
O 10.310 27.599 26.182 -0.1210
H 12.088 26.721 25.456 0.0732
H 12.292 28.175 26.475 0.0631
H 11.858 26.599 27.185 0.0739
H 9.816 26.776 26.232 0.0724
N 11.992 25.007 22.424 0.0071
C 12.080 23.642 22.394 -0.1572
C 10.850 23.141 22.026 -0.1075
C 9.981 24.283 21.846 -0.1134
C 10.738 25.403 22.091 -0.1536
H 12.755 25.691 22.597 0.0894
H 12.977 23.124 22.684 0.0911
H 10.528 22.116 21.938 0.0807
H 8.966 24.312 21.490 0.0799
H 10.472 26.444 22.103 0.1066
C 16.354 26.566 23.986 -0.2307
S 15.357 27.600 22.958 0.8167
O 14.194 26.810 22.517 -0.5321
C 14.773 28.678 24.225 -0.2348
H 17.013 27.184 24.598 0.0576
H 16.924 25.925 23.315 0.0295
H 15.692 25.965 24.603 0.0361
H 15.594 29.187 24.725 0.0495
H 14.262 28.028 24.937 0.0347
H 14.067 29.343 23.748 0.0421



No. 4
108
Properties=species:S:1:pos:R:3:lowdin_charge:R:1 method="wB97M-V/def2-TZVPD" spin_multiplicity=1 homo_lumo_gap_ev=1.831 homo_energy_ev=-6.6 charge=-1
Pb 1.457 0.359 3.239 1.6468
N 5.680 0.988 3.467 -0.2997
S 6.813 0.797 4.453 0.3751
O 7.408 2.039 4.953 -0.3127
O 7.698 -0.364 4.314 -0.3114
F 5.962 0.407 5.761 -0.2359
S 6.846 1.567 2.215 0.6263
O 7.972 0.646 1.891 -0.3033
O 7.076 2.986 1.917 -0.2812
F 5.943 1.072 1.016 -0.2236
N -0.536 0.838 -0.464 -0.3122
S -0.280 0.485 -1.974 0.4022
O 0.116 1.581 -2.835 -0.2988
O -1.103 -0.551 -2.580 -0.2986
F 1.060 -0.322 -1.732 -0.2198
S -2.108 1.457 -0.809 0.5941
O -3.272 0.566 -0.567 -0.3163
O -2.236 2.429 -1.906 -0.2747
F -2.146 2.330 0.545 -0.2307
N -4.882 7.997 -0.448 -0.2296
S -4.266 8.401 0.834 0.3791
O -3.303 7.495 1.473 -0.3365
O -4.989 9.307 1.750 -0.3191
F -3.228 9.433 0.164 -0.2348
S -6.194 7.344 0.425 0.5440
O -7.329 8.171 0.722 -0.2873
O -5.894 6.227 1.332 -0.3056
F -6.793 6.511 -0.788 -0.2105
O -3.178 4.918 -5.634 -0.0516
H -2.335 5.104 -6.047 0.0231
H -3.035 4.103 -5.152 0.0280
O -2.357 0.416 4.834 -0.0669
H -2.778 0.054 5.613 0.0344
H -2.833 1.227 4.658 0.0441
O -3.294 -3.844 -5.609 -0.0561
H -3.904 -4.026 -4.894 0.0259
H -2.435 -3.806 -5.189 0.0272
O 2.198 4.911 -5.231 -0.0532
H 2.547 4.774 -6.111 0.0243
H 1.777 4.081 -5.007 0.0278
C -0.038 -5.136 2.171 -0.0340
C 0.528 -3.877 2.982 -0.3895
C 0.695 -4.254 4.523 -0.2427
O 0.665 -3.070 5.211 -0.2295
C 0.419 -3.265 6.633 -0.0565
N 1.817 -3.376 2.506 0.0437
H -0.890 -5.604 2.664 0.0752
H 0.846 -5.758 2.031 0.0752
H -0.380 -4.730 1.219 0.0743
H -0.257 -3.122 2.939 0.1188
H 1.626 -4.780 4.735 0.1266
H -0.058 -4.968 4.856 0.1177
H 1.410 -3.316 7.083 0.0928
H -0.310 -4.026 6.914 0.0961
H 0.053 -2.290 6.952 0.0802
H 1.906 -3.395 1.501 0.0790
H 2.502 -4.046 2.827 0.0790
C 7.444 -5.255 -6.276 -0.0697
C 6.495 -4.294 -7.040 -0.4345
C 6.281 -2.905 -6.412 -0.1972
O 5.698 -1.886 -7.254 -0.1936
C 5.726 -0.665 -6.554 -0.1277
N 7.174 -4.078 -8.278 0.0228
H 6.910 -5.491 -5.355 0.0649
H 8.447 -4.953 -5.972 0.0765
H 7.484 -6.237 -6.746 0.0738
H 5.535 -4.793 -7.168 0.1391
H 7.259 -2.512 -6.136 0.1170
H 5.677 -2.951 -5.506 0.1228
H 4.733 -0.690 -6.105 0.0923
H 5.767 0.199 -7.217 0.0846
H 6.492 -0.432 -5.814 0.0883
H 6.545 -3.431 -8.731 0.0654
H 8.031 -3.592 -8.057 0.0754
C -6.891 -4.208 0.842 -0.0541
C -6.978 -4.682 -0.630 -0.4780
C -8.346 -4.837 -1.317 -0.1789
O -9.225 -5.507 -0.396 -0.2183
C -10.656 -5.239 -0.668 -0.0707
N -6.282 -3.771 -1.366 0.0214
H -5.909 -4.419 1.268 0.0726
H -7.698 -4.770 1.310 0.0662
H -6.968 -3.138 1.038 0.0775
H -6.430 -5.625 -0.620 0.1312
H -8.399 -5.280 -2.312 0.1272
H -8.871 -3.902 -1.513 0.1110
H -10.935 -5.651 -1.638 0.0801
H -10.973 -4.212 -0.490 0.0864
H -11.175 -5.913 0.014 0.0782
H -5.740 -3.189 -0.744 0.0768
H -7.025 -3.173 -1.697 0.0747
C 1.277 6.368 5.487 -0.0813
C 1.222 5.201 4.454 -0.3788
C 1.996 5.692 3.206 -0.2162
O 2.208 4.609 2.358 -0.2141
C 2.477 5.068 1.039 -0.0857
N 1.743 4.056 5.215 0.0535
H 2.283 6.662 5.787 0.0771
H 0.781 6.188 6.441 0.0724
H 0.815 7.278 5.105 0.0849
H 0.151 5.125 4.265 0.1425
H 2.950 6.111 3.528 0.1346
H 1.330 6.398 2.710 0.1369
H 2.652 4.176 0.439 0.0904
H 3.235 5.838 0.892 0.0961
H 1.539 5.505 0.696 0.0944
H 1.102 3.905 5.980 0.0661
H 2.669 4.211 5.586 0.0853



No. 5
79
Properties=species:S:1:pos:R:3:lowdin_charge:R:1 method="wB97M-V/def2-TZVPD" spin_multiplicity=1 homo_lumo_gap_ev=10.177 homo_energy_ev=-9.8 de_lowest_ev=0.000 charge=0
C 15.750 -17.868 -11.380 -0.1077
O 16.148 -17.574 -12.686 -0.2181
C 16.675 -18.729 -13.377 -0.1668
C 16.874 -18.416 -14.852 -0.4558
C 15.654 -17.903 -15.577 -0.0601
N 17.343 -19.545 -15.636 0.0364
H 16.459 -18.382 -10.732 0.0924
H 14.742 -18.283 -11.377 0.0907
H 15.713 -16.925 -10.834 0.0638
H 17.640 -18.999 -12.949 0.1269
H 16.055 -19.625 -13.340 0.1274
H 17.583 -17.590 -14.917 0.1410
H 15.335 -16.994 -15.068 0.0501
H 14.819 -18.580 -15.396 0.0832
H 15.714 -17.713 -16.648 0.0871
H 18.211 -19.906 -15.267 0.0680
H 16.751 -20.362 -15.586 0.0731
C 15.106 -10.863 -15.259 -0.1286
O 14.427 -12.095 -15.114 -0.1645
C 15.169 -12.823 -14.137 -0.1921
C 14.626 -14.261 -13.781 -0.3929
C 13.216 -14.303 -13.165 -0.0455
N 15.519 -14.820 -12.762 0.0524
H 16.005 -10.869 -15.875 0.0891
H 15.311 -10.414 -14.287 0.0831
H 14.408 -10.164 -15.718 0.0878
H 16.177 -12.977 -14.524 0.1209
H 15.156 -12.254 -13.207 0.1183
H 14.601 -14.864 -14.688 0.1192
H 13.147 -13.585 -12.348 0.0778
H 12.955 -15.313 -12.847 0.0665
H 12.529 -13.963 -13.939 0.0772
H 15.510 -15.827 -12.831 0.0381
H 16.450 -14.576 -13.067 0.0826
C 15.172 -13.042 -7.858 -0.0626
C 15.365 -13.176 -9.346 -0.3079
O 14.928 -14.441 -9.812 -0.1205
H 15.581 -12.096 -7.501 0.0805
H 15.776 -13.823 -7.395 0.0713
H 14.149 -13.200 -7.519 0.0791
H 16.393 -13.101 -9.700 0.1114
H 14.886 -12.389 -9.929 0.1082
H 14.968 -14.504 -10.769 0.0340
C 17.861 -16.713 -8.347 -0.0691
C 17.151 -17.812 -7.501 -0.3205
O 17.729 -17.978 -6.243 -0.0749
H 18.763 -17.087 -8.832 0.0700
H 18.089 -15.843 -7.732 0.0666
H 17.271 -16.267 -9.148 0.0423
H 17.147 -18.809 -7.941 0.1122
H 16.127 -17.487 -7.319 0.0952
H 17.739 -17.129 -5.795 0.0809
C 12.545 -20.141 -7.445 -0.1106
C 12.560 -21.296 -8.312 -0.3570
O 13.723 -22.024 -7.956 -0.0638
H 11.735 -19.465 -7.719 0.0694
H 13.453 -19.553 -7.584 0.0750
H 12.369 -20.260 -6.376 0.0921
H 12.537 -21.028 -9.368 0.1062
H 11.652 -21.893 -8.228 0.1142
H 13.798 -22.708 -8.625 0.0777
C 12.267 -17.292 -9.993 -0.0361
C 12.912 -16.690 -8.699 -0.3094
O 12.616 -15.353 -8.608 -0.1027
H 11.195 -17.184 -9.830 0.0605
H 12.558 -18.342 -9.951 0.0539
H 12.609 -16.799 -10.902 0.0561
H 14.000 -16.747 -8.728 0.0971
H 12.576 -17.185 -7.788 0.1088
H 13.422 -14.932 -8.915 0.0421
O 9.038 -17.662 -7.665 -0.0825
H 9.569 -16.880 -7.516 -0.0310
H 8.808 -17.623 -8.593 -0.0483
O 8.234 -17.214 -10.171 -0.0310
H 7.328 -17.034 -10.423 0.0607
H 8.563 -17.795 -10.857 0.0569
O 10.311 -15.148 -7.369 -0.0457
H 11.162 -15.304 -7.778 -0.0215
H 9.825 -14.635 -8.014 0.0519



| no. | molecular weight (g mol⁻¹) | DFT total energy (eV) |
| --- | --- | --- |
| 1 | 386.57 | -35826.909 |
| 2 | 815.22 | -57664.348 |
| 3 | 465.65 | -52261.312 |
| 4 | 1176.21 | -155364.775 |
| 5 | 416.60 | -38840.515 |